Computed, not measured: an isolated molecule of C6H10, with wB97M-V/def2-TZVPD.

The geometry in XYZ format:
```
16
Properties=species:S:1:pos:R:3
C 2.227 0.148 0.081
C 0.739 0.110 -0.097
C -0.045 1.148 -0.381
C -1.501 0.861 -0.132
C -1.544 -0.663 0.160
C -0.076 -1.154 0.087
H 2.769 -0.365 -0.722
H 2.581 1.183 0.135
H 2.501 -0.344 1.023
H 0.309 2.145 -0.631
H -1.768 1.427 0.768
H -2.193 1.182 -0.920
H -1.965 -0.839 1.155
H -2.182 -1.204 -0.547
H 0.083 -1.811 -0.780
H 0.222 -1.735 0.969
```

## Properties
**Max |F|**: 0.0051 hartree/bohr
**Energy relative to the best compared isomer or geometry (same formula, charge and spin)**: 0.150 eV
**Total energy**: -234.59701 Eh
**Total charge**: 0